Version w
The following is a DFT calculation (ωB97M-V with the def2-TZVPD basis set) of a 3-piece molecular cluster, C2H9N2O overall.

```
14
Properties=species:S:1:pos:R:3:mulliken_spin:R:1
C -0.464 0.486 1.555 -0.05
N 0.018 -0.590 0.832 -0.27
C -0.377 -1.804 1.375 -0.04
N -0.586 -2.803 0.574 0.47
H -0.368 0.464 2.667 -0.01
H -1.479 0.908 1.274 -0.08
H 0.089 1.410 1.313 -0.04
H 1.524 5.487 -4.008 0.00
H -0.556 -1.964 2.445 0.03
H 2.145 5.675 -4.330 0.00
H -0.602 -3.723 1.045 -0.02
H 0.316 -0.895 -0.799 -0.01
H -0.204 -1.636 -2.105 -0.02
O 0.546 -1.015 -1.837 1.04
```

Total charge: +2
Spin multiplicity: 2
Highest occupied orbital energy (alpha / beta): -18.00 / -18.00 eV


Version x
The following is a DFT calculation (ωB97M-V with the def2-TZVPD basis set) of a 2-piece molecular cluster, C2H9N2O overall.

```
14
Properties=species:S:1:pos:R:3:mulliken_spin:R:1
C -0.813 0.002 -1.499 0.00
N 0.389 -2.010 0.344 0.90
C 0.483 -0.583 0.482 0.02
N -0.652 0.139 -0.104 0.04
H -1.582 -0.786 -1.725 0.01
H -1.263 0.958 -1.802 0.01
H 0.032 -0.328 -2.119 0.00
H -0.547 -2.435 0.280 -0.03
H 0.533 -0.366 1.570 0.08
H 1.446 -0.172 0.118 0.03
H 0.309 3.092 0.461 0.00
H 1.204 -2.638 0.399 -0.02
H -0.135 1.555 0.375 0.00
O 0.504 2.171 0.755 -0.04
```

Total charge: +2
Spin multiplicity: 2
Highest occupied orbital energy (alpha / beta): -20.59 / -20.87 eV


Which structure above is the least stable? It is version w.